Entry from OMol25: C27H44AuN2O3SSe3SiTe as an isolated structure (ωB97M-V with the def2-TZVPD basis set).

Values from the calculation:
LUMO energy = 1.5 eV
Kohn-Sham gap = 0.231 Eh
E_HOMO = -4.8 eV
net charge = -1
multiplicity = 1

Each line ends with the Löwdin charge.
Geometry (Å):
Au -0.53 0.17 0.51  0.350
C 5.16 0.41 1.18  -0.089
C 3.90 -0.38 1.53  -0.211
C 3.59 -1.47 0.54  -0.165
C 4.34 -2.65 0.57  -0.056
C 4.06 -3.71 -0.28  -0.096
C 3.00 -3.61 -1.17  -0.052
C 2.23 -2.46 -1.24  -0.185
C 1.07 -2.36 -2.20  -0.210
C 1.41 -1.58 -3.46  -0.086
C 2.55 -1.38 -0.40  -0.195
N 1.73 -0.25 -0.47  0.025
C 2.16 0.89 -0.88  -0.099
C 1.30 2.02 -0.92  -0.336
C 1.53 3.33 -1.34  -0.065
C 0.34 4.04 -1.12  -0.112
C -0.56 3.13 -0.57  -0.194
N 0.01 1.92 -0.46  -0.167
H 5.38 1.14 1.96  0.063
H 5.04 0.95 0.25  0.061
H 6.03 -0.25 1.07  0.068
H 3.05 0.29 1.64  0.052
H 4.03 -0.85 2.51  0.110
H 5.14 -2.74 1.29  0.109
H 4.64 -4.62 -0.23  0.093
H 2.75 -4.45 -1.81  0.107
H 0.22 -1.90 -1.69  0.068
H 0.76 -3.37 -2.46  0.109
H 1.69 -0.55 -3.23  0.060
H 0.55 -1.54 -4.13  0.070
H 2.24 -2.04 -4.00  0.071
H 3.18 1.01 -1.23  0.135
H 2.45 3.71 -1.76  0.092
H 0.15 5.08 -1.33  0.079
H -1.58 3.29 -0.25  0.097
Se -2.65 0.16 -0.74  -0.047
Se -3.53 -2.01 -0.76  -0.238
Te -3.14 -2.46 1.68  0.274
Se -0.70 -2.10 1.36  -0.033
C 2.50 2.76 4.91  -0.051
C 2.68 1.47 5.70  -0.640
C 2.28 1.68 7.15  -0.030
C 4.13 1.00 5.60  -0.027
O 1.89 0.40 5.17  -0.150
Si 0.44 0.44 4.40  -0.139
S 0.54 1.25 2.49  0.414
O -0.49 1.38 5.40  -0.162
C -1.81 1.88 5.19  -0.647
C -1.72 3.23 4.48  -0.042
C -2.40 2.06 6.59  -0.034
C -2.67 0.91 4.38  -0.040
O -0.12 -1.09 4.40  -0.199
C -0.03 -2.15 5.34  -0.642
C -0.23 -1.65 6.76  -0.022
C -1.15 -3.13 4.96  -0.055
C 1.33 -2.83 5.19  -0.019
H 3.13 3.55 5.33  0.087
H 1.46 3.09 4.95  0.068
H 2.77 2.61 3.86  0.065
H 2.85 2.50 7.60  0.082
H 2.47 0.77 7.73  0.082
H 1.22 1.91 7.21  0.077
H 4.81 1.77 5.97  0.083
H 4.38 0.77 4.56  0.072
H 4.28 0.09 6.20  0.083
H -1.09 3.91 5.06  0.082
H -2.71 3.68 4.38  0.083
H -1.28 3.11 3.49  0.042
H -1.79 2.74 7.17  0.081
H -2.44 1.09 7.10  0.075
H -3.42 2.46 6.53  0.082
H -2.25 0.74 3.39  0.050
H -3.68 1.31 4.25  0.091
H -2.74 -0.05 4.90  0.078
H -1.20 -1.16 6.85  0.078
H 0.54 -0.93 7.03  0.073
H -0.20 -2.49 7.46  0.086
H -2.11 -2.62 5.02  0.073
H -1.16 -3.99 5.63  0.085
H -1.00 -3.48 3.94  0.024
H 2.13 -2.12 5.43  0.075
H 1.46 -3.16 4.16  0.088
H 1.41 -3.69 5.85  0.084